No. 1
An isolated molecule of C6H13NO4 at a distorted geometry. Source: the OMol25 dataset; level of theory: wB97M-V/def2-TZVPD.

Geometry as XYZ:
```
24
Properties=species:S:1:pos:R:3:forces:R:3
H -1.74674 -0.64975 -0.42015 -0.66 -2.02 0.10
C -0.23269 0.41163 -1.91126 -1.46 -0.38 -4.50
C -0.83389 -0.09158 1.22007 -3.26 2.08 -6.17
H -1.92902 0.35250 1.25843 2.07 0.19 -1.17
H 0.14088 -0.18030 2.57964 -0.69 -2.12 1.84
N 0.79735 1.41652 -1.59701 0.09 -1.17 3.62
H -0.62985 2.33953 -0.30438 1.67 -0.90 0.35
H -1.44598 0.55864 -1.65499 3.44 0.86 -0.42
C 0.27064 0.87225 1.14632 -0.32 4.51 -1.37
H -0.71118 -2.33192 1.36749 -0.11 -1.29 -1.80
O 1.49629 0.36014 1.60156 0.10 -1.27 -1.00
O -0.73757 -2.48975 0.35218 -0.33 2.45 2.98
H 1.70727 -0.31395 0.91967 0.50 0.24 0.29
O -0.74863 -0.59941 2.36880 2.68 -3.40 7.24
H -0.42521 -1.75375 -2.01267 1.10 1.27 1.57
H 0.01265 1.53800 2.04797 0.22 0.20 -1.74
H 1.18508 2.59181 0.28859 -1.96 -1.70 -1.78
H -0.32186 0.40901 -3.17995 0.50 -0.56 3.47
C 0.38324 1.78021 -0.19849 1.02 4.05 2.68
H 1.39539 -1.94565 -0.30622 -0.31 -1.16 0.36
O 1.41061 -1.20226 -0.89010 -0.76 1.46 -1.57
C -0.81826 -1.08755 0.00956 -1.61 -0.14 -2.11
C 0.00306 -0.94127 -1.26988 0.59 -1.73 0.19
H 1.77844 0.95692 -1.41519 -2.50 0.55 -1.07
```
Forces are in eV/Å.

The gap between HOMO and LUMO is 10.19 eV. The LUMO energy is 0.55 eV. As for the energy relative to the best compared isomer or geometry (same formula, charge and spin): 492.8 kJ/mol. The structure (SMILES) is O[C@@H]1[C@H](O)[C@H](O)CNC[C@@H]1O.

=====

No. 2
A cluster of 2 separate species, C5H11O3 in total at a distorted geometry. Source: the OMol25 dataset; level of theory: wB97M-V/def2-TZVPD.

Geometry as XYZ:
```
19
Properties=species:S:1:pos:R:3:forces:R:3
C -0.12470 0.02391 -1.54726 -0.66 3.13 -0.76
O 1.14831 0.25432 2.05272 -0.27 1.12 -1.01
H 0.77355 3.52996 2.18407 0.48 0.16 0.51
C -1.15827 -2.32552 -1.38628 2.58 -1.59 -2.74
C -0.52627 -1.09186 -0.65364 -1.11 -2.84 0.87
H -0.56396 2.66969 1.65080 -0.84 -0.31 0.17
H -1.90191 -2.07340 -2.18960 0.09 -0.42 1.18
H 0.16254 2.17373 3.21839 -0.77 -0.52 2.50
H -1.38986 -0.88084 0.08306 1.87 0.46 -0.26
H -0.88607 0.85603 -1.35302 1.17 -0.60 -0.25
H -1.28114 -3.27231 -0.77057 -0.86 1.70 -0.19
C 1.23935 1.41482 1.52264 0.10 0.03 2.05
H 0.95479 0.51617 -1.38763 -2.47 -1.50 -0.29
O 2.03558 1.79389 0.64847 -0.53 0.05 -0.29
H -0.24116 -2.80982 -2.01842 -1.81 1.47 0.93
H 1.25490 -1.31073 0.42667 -1.58 0.55 -0.44
H -0.39791 -0.26616 -2.59312 1.00 0.25 0.48
C 0.30110 2.56252 2.28493 1.88 -0.72 -4.20
O 0.60113 -1.76440 -0.17221 1.72 -0.41 1.71
```
Forces are in eV/Å.

The gap between HOMO and LUMO is 8.11 eV. Its total charge is -1. The LUMO energy is 3.82 eV. As for the energy relative to the best compared isomer or geometry (same formula, charge and spin): 213.3 kJ/mol.